This record from the OMol25 dataset describes a molecular structure, C37H54N3OP2Sn. The level of theory is wB97M-V/def2-TZVPD.

Results
gap between HOMO and LUMO (alpha / beta): 6.27 / 6.27 eV
HOMO energy (alpha / beta): -9.20 / -9.20 eV
energy above the lowest of the compared OMol25 structures with the same formula, charge and spin: 72.91 kcal/mol
net charge: +1
2S+1: 1
lowest unoccupied orbital energy (alpha / beta): -2.928 / -2.928 eV

Positions of all 98 atoms, in Å:
Sn (0.267, 0.050, 0.448)
P (1.948, -1.407, 1.657)
P (-1.819, 0.375, -2.254)
O (-2.872, 0.733, 2.529)
N (1.881, 2.716, 1.002)
N (-1.151, -1.478, -0.200)
N (1.403, -1.204, -1.166)
C (-2.834, 2.934, -1.962)
C (2.196, -2.270, -0.935)
C (-3.320, -4.930, -0.326)
C (-0.378, 2.782, -1.548)
C (2.189, -2.959, 3.989)
C (1.172, -2.089, 3.224)
C (2.650, -2.544, -3.286)
C (-1.812, 0.658, 2.145)
C (3.229, 4.697, 0.752)
C (2.172, -2.753, 0.508)
C (-3.011, -5.875, -1.360)
C (1.905, 4.404, 2.730)
C (1.449, 3.195, 2.180)
C (2.832, 5.167, 2.002)
C (-0.649, -0.983, -2.761)
C (0.684, -0.911, 4.107)
C (-3.244, -0.290, -3.349)
C (-2.675, -3.676, -0.452)
C (-0.031, -2.985, 2.844)
C (3.349, 6.452, 2.584)
C (3.778, 0.305, 3.014)
C (3.982, 0.104, 0.503)
C (-3.776, 0.684, -4.418)
C (-2.904, -1.587, -4.135)
C (-2.125, -5.594, -2.421)
C (3.696, -0.669, 1.814)
C (-4.331, -0.593, -2.296)
C (-1.517, 2.329, -2.470)
C (-1.891, -3.339, -1.539)
C (0.808, -1.173, -2.438)
C (-1.522, -4.340, -2.460)
C (1.601, -1.644, -3.554)
C (4.733, -1.805, 1.978)
C (-1.194, 2.721, -3.908)
C (2.890, -2.953, -1.954)
C (-1.345, -1.897, -1.443)
C (2.735, 3.477, 0.295)
H (4.829, -2.394, 1.049)
H (-0.319, 3.885, -1.596)
H (-4.605, 0.322, -1.738)
H (-0.593, -3.213, 3.766)
H (-2.757, 4.027, -2.013)
H (2.573, -3.773, 3.350)
H (-3.983, -1.338, -1.563)
H (3.072, 1.148, 2.898)
H (1.655, -3.424, 4.838)
H (-1.895, -6.365, -3.197)
H (1.307, -3.425, 0.634)
H (-0.719, -2.510, 2.125)
H (-4.006, -5.181, 0.507)
H (0.315, -3.943, 2.421)
H (3.601, -0.217, 3.974)
H (-2.260, -1.371, -5.006)
H (4.484, -2.469, 2.825)
H (2.524, 7.143, 2.814)
H (3.264, 0.933, 0.368)
H (3.029, -2.375, 4.397)
H (-0.743, -4.107, -3.192)
H (3.912, 5.262, 0.134)
H (-3.824, -2.064, -4.526)
H (-4.133, 1.644, -4.020)
H (4.999, 0.530, 0.577)
H (5.707, -1.321, 2.186)
H (4.021, 6.939, 1.874)
H (-2.007, 2.506, -4.614)
H (-3.486, -6.879, -1.305)
H (3.949, -0.558, -0.378)
H (3.900, 6.281, 3.521)
H (1.525, 4.724, 3.716)
H (-4.636, 0.207, -4.932)
H (0.687, 2.594, 2.728)
H (-0.111, -0.325, 3.610)
H (1.511, -0.232, 4.371)
H (4.810, 0.711, 3.032)
H (1.311, -1.303, -4.554)
H (3.039, 3.090, -0.666)
H (-0.564, 2.512, -0.493)
H (-5.250, -0.985, -2.776)
H (-2.796, -2.976, 0.395)
H (-0.267, 2.243, -4.266)
H (3.513, -3.787, -1.719)
H (3.257, -2.907, -4.106)
H (-3.711, 2.635, -2.549)
H (0.276, -1.337, 5.044)
H (-3.011, 0.873, -5.190)
H (-0.723, -0.892, -3.820)
H (0.605, 2.382, -1.848)
H (-2.392, -2.330, -3.509)
H (3.038, -3.378, 0.733)
H (-1.034, 3.811, -3.921)
H (-3.016, 2.654, -0.914)

Cartesian forces (eV/Å) of the 2 atoms listed first:
Sn -0.7 1.0 -2.0
P 0.5 -0.1 1.3



This record from the OMol25 dataset describes a molecular structure, C26H34CeClO2. The level of theory is wB97M-V/def2-TZVPD.

Results
gap between HOMO and LUMO (alpha / beta): 6.11 / 6.10 eV
HOMO energy (alpha / beta): -6.06 / -6.05 eV
energy above the lowest of the compared OMol25 structures with the same formula, charge and spin: 2.82 kcal/mol
2S+1: 2
lowest unoccupied orbital energy (alpha / beta): 0.049 / 0.052 eV
<S²>: 0.751

Positions of all 64 atoms, in Å:
Ce (1.265, 0.631, 0.502)
Cl (4.581, 3.484, 1.148)
O (-0.666, -1.081, 0.358)
O (-4.414, -1.299, -0.929)
C (-5.314, -0.471, -1.691)
C (5.520, 4.220, -1.266)
C (-1.053, -2.429, 0.851)
C (-0.866, -3.390, -0.312)
C (0.321, 1.943, 2.908)
C (3.179, 3.504, -1.169)
C (-2.081, -0.604, 0.664)
C (-5.107, -2.532, -0.574)
C (-2.482, -1.956, 1.231)
C (4.427, 3.771, -0.535)
C (-0.324, -2.916, 2.086)
C (3.773, 0.097, -0.289)
C (2.443, 1.031, 2.826)
C (2.383, -1.737, -0.074)
C (2.087, -1.102, -1.329)
C (1.705, 2.252, 2.789)
C (-6.543, -2.533, -1.124)
C (-6.740, -1.114, -1.696)
C (2.054, 3.012, -0.442)
C (0.194, 0.529, 3.042)
C (5.364, 4.549, -2.630)
C (4.173, 4.225, -3.287)
C (3.414, -0.986, 0.568)
C (2.969, 0.016, -1.467)
C (3.110, 3.679, -2.580)
C (1.508, -0.043, 2.998)
H (-2.078, 0.208, 1.407)
H (1.982, -2.692, 0.274)
H (-0.499, 2.671, 2.965)
H (-0.680, -3.941, 2.271)
H (4.560, 0.830, -0.098)
H (0.763, -2.955, 1.930)
H (-5.331, 0.538, -1.243)
H (-6.623, -3.306, -1.892)
H (-7.402, -0.522, -1.039)
H (6.174, 5.038, -3.166)
H (3.880, -1.234, 1.525)
H (1.897, 3.439, 0.552)
H (-0.555, -2.284, 2.947)
H (-3.307, -2.457, 0.713)
H (1.140, 2.918, -1.038)
H (3.529, 0.938, 2.780)
H (-4.930, -0.410, -2.738)
H (1.331, -1.423, -2.052)
H (2.140, 3.251, 2.745)
H (-7.158, -1.130, -2.708)
H (6.491, 4.308, -0.786)
H (2.180, 3.390, -3.081)
H (1.757, -1.104, 3.113)
H (4.067, 4.387, -4.360)
H (-1.275, -4.377, -0.060)
H (-2.587, -0.323, -0.273)
H (-0.731, -0.012, 3.252)
H (-5.130, -2.619, 0.530)
H (3.027, 0.687, -2.326)
H (-1.291, -3.004, -1.249)
H (-4.518, -3.377, -0.977)
H (-2.672, -1.923, 2.321)
H (-7.234, -2.757, -0.321)
H (0.204, -3.507, -0.495)

Cartesian forces (eV/Å) of the 2 atoms listed first:
Ce -0.2 1.2 -0.3
Cl 0.2 -0.1 0.7



This record from the OMol25 dataset describes a gas-phase ion, C22H17N2O (charge +1). The level of theory is wB97M-V/def2-TZVPD.

Results
gap between HOMO and LUMO: 5.59 eV
HOMO energy: -11.24 eV
energy above the lowest of the compared OMol25 structures with the same formula, charge and spin: 0.00 kcal/mol
net charge: +1
2S+1: 1
SMILES: N#[N+][C@@H](c1ccccc1)[C@@H]1C=C(c2ccccc2)Oc2ccccc21
lowest unoccupied orbital energy: -5.654 eV

Positions of all 42 atoms, in Å:
O (0.800, 1.554, -0.350)
N (-3.749, -2.492, -0.643)
N (-2.878, -1.890, -0.146)
C (2.343, 1.216, -2.545)
C (0.597, -0.050, -3.673)
C (1.471, -0.268, -4.742)
C (0.661, -3.465, 1.259)
C (-0.752, -1.531, 2.743)
C (-1.329, 2.863, 2.947)
C (1.027, 0.652, -2.529)
C (3.202, 0.979, -3.617)
C (-2.091, -0.925, 0.693)
C (0.105, 1.911, 0.803)
C (-1.919, 1.961, 2.081)
C (0.380, -2.178, 3.306)
C (-0.455, -2.833, 0.713)
C (-1.070, -1.761, 1.401)
C (0.202, 0.784, -1.322)
C (-1.777, 0.449, 0.081)
C (2.767, 0.229, -4.709)
C (1.101, -3.099, 2.545)
C (-0.002, 3.282, 2.746)
C (-1.172, 1.425, 1.006)
C (0.716, 2.826, 1.656)
C (-1.049, 0.296, -1.153)
H (0.487, 3.957, 3.445)
H (3.455, 0.042, -5.532)
H (-2.988, 1.701, 2.207)
H (-1.875, 3.237, 3.814)
H (-1.547, -0.174, -1.987)
H (-0.886, -3.204, -0.223)
H (-0.415, -0.434, -3.674)
H (-2.803, -0.523, 1.530)
H (1.133, -0.844, -5.592)
H (4.201, 1.378, -3.569)
H (-1.363, -0.901, 3.375)
H (-2.910, 0.588, -0.033)
H (1.201, -4.196, 0.660)
H (0.722, -1.915, 4.313)
H (1.741, 3.107, 1.455)
H (2.032, -3.560, 2.947)
H (2.689, 1.807, -1.688)

Cartesian forces (eV/Å) of the 2 atoms listed first:
O 0.1 -0.3 0.4
N 7.2 4.6 3.7



This record from the OMol25 dataset describes C4H9NO in the gas phase. The level of theory is wB97M-V/def2-TZVPD.

Results
gap between HOMO and LUMO: 10.60 eV
HOMO energy: -9.72 eV
energy above the lowest of the compared OMol25 structures with the same formula, charge and spin: 9.54 kcal/mol
2S+1: 1
SMILES: CCCC(N)=O
lowest unoccupied orbital energy: 0.877 eV

Positions of all 15 atoms, in Å:
O (-1.423, 2.511, 0.009)
N (-1.199, 0.811, 1.486)
C (-0.997, 1.404, 0.259)
C (-0.228, 0.626, -0.779)
C (0.008, -0.874, -0.543)
C (1.476, -1.245, -0.230)
H (-0.830, 0.724, -1.692)
H (1.741, -2.173, -0.741)
H (2.166, -0.462, -0.537)
H (0.725, 1.108, -0.982)
H (-0.522, 0.140, 1.815)
H (1.615, -1.383, 0.841)
H (-1.560, 1.477, 2.152)
H (-0.593, -1.199, 0.310)
H (-0.379, -1.465, -1.369)

Cartesian forces (eV/Å) of the 2 atoms listed first:
O -0.2 0.0 0.1
N 0.0 0.4 -0.2



This record from the OMol25 dataset describes 2 unconnected molecules or ions with the total composition C2H8OS. The level of theory is wB97M-V/def2-TZVPD.

Results
gap between HOMO and LUMO: 9.27 eV
HOMO energy: -8.67 eV
energy above the lowest of the compared OMol25 structures with the same formula, charge and spin: 14.43 kcal/mol
2S+1: 1
SMILES: CSC.O
lowest unoccupied orbital energy: 0.594 eV

Positions of all 12 atoms, in Å:
S (-1.710, 0.075, 1.194)
O (1.903, -1.218, -3.024)
C (-0.109, -0.774, 1.576)
C (-1.073, 1.444, 0.276)
H (0.130, -1.644, 0.905)
H (0.696, 0.074, 1.466)
H (2.028, -1.466, -2.105)
H (1.046, -0.786, -3.079)
H (-0.205, -1.053, 2.664)
H (-0.738, 2.325, 0.849)
H (-1.777, 1.886, -0.424)
H (-0.192, 1.137, -0.297)

Cartesian forces (eV/Å) of the 2 atoms listed first:
S 0.2 -0.8 0.2
O 0.1 0.0 -0.1



This record from the OMol25 dataset describes 2 unconnected molecules or ions with the total composition C4H5N3. The level of theory is wB97M-V/def2-TZVPD.

Results
gap between HOMO and LUMO: 7.58 eV
HOMO energy: -8.71 eV
energy above the lowest of the compared OMol25 structures with the same formula, charge and spin: 93.08 kcal/mol
2S+1: 1
lowest unoccupied orbital energy: -1.128 eV

Positions of all 12 atoms, in Å:
N (0.061, -1.019, 0.467)
N (0.283, -0.114, -1.580)
N (1.140, 1.821, 1.936)
C (-1.020, -0.337, 0.339)
C (0.898, -0.760, -0.681)
C (1.410, 1.155, 1.009)
C (-0.911, 0.386, -0.947)
H (0.379, -1.468, 1.320)
H (1.890, -1.189, -0.719)
H (-1.805, 0.401, -1.571)
H (-1.768, -0.259, 1.117)
H (-0.656, 1.423, -0.618)

Cartesian forces (eV/Å) of the 2 atoms listed first:
N -0.2 0.1 0.0
N 0.2 -0.1 0.3



This record from the OMol25 dataset describes 2 unconnected molecules or ions with the total composition C7H17NO. The level of theory is wB97M-V/def2-TZVPD.

Results
gap between HOMO and LUMO: 10.66 eV
HOMO energy: -9.90 eV
energy above the lowest of the compared OMol25 structures with the same formula, charge and spin: 1.56 kcal/mol
2S+1: 1
SMILES: CC(N)=O.CCCCC
lowest unoccupied orbital energy: 0.755 eV

Positions of all 26 atoms, in Å:
O (3.585, 1.840, -1.530)
N (4.473, 0.069, -0.428)
C (3.079, 3.322, 2.613)
C (-0.575, 2.794, 1.324)
C (2.276, -0.183, -1.426)
C (3.485, 0.682, -1.147)
C (0.798, 3.446, 1.479)
C (1.702, 2.684, 2.446)
C (3.969, 2.546, 3.583)
H (0.674, 4.483, 1.848)
H (-1.205, 3.365, 0.622)
H (1.541, 0.398, -2.008)
H (4.955, 3.028, 3.684)
H (1.801, -0.510, -0.486)
H (1.828, 1.647, 2.078)
H (2.950, 4.358, 2.980)
H (1.295, 3.498, 0.491)
H (-0.464, 1.765, 0.941)
H (1.207, 2.632, 3.435)
H (5.315, 0.607, -0.209)
H (4.386, -0.899, -0.110)
H (3.571, 3.374, 1.623)
H (3.495, 2.502, 4.578)
H (4.117, 1.515, 3.218)
H (2.557, -1.078, -2.007)
H (-1.086, 2.752, 2.301)

Cartesian forces (eV/Å) of the 2 atoms listed first:
O -0.1 -0.7 0.3
N 0.4 -0.2 0.3



This record from the OMol25 dataset describes a molecular structure, C11H6NO4RhS5. The level of theory is wB97M-V/def2-TZVPD.

Results
gap between HOMO and LUMO: 5.67 eV
HOMO energy: -8.55 eV
2S+1: 1
lowest unoccupied orbital energy: -2.879 eV

Positions of all 28 atoms, in Å:
Rh (-0.261, -0.950, 0.407)
S (1.037, -0.002, 2.188)
S (-0.719, 2.440, 3.925)
S (-2.841, 0.320, 4.073)
S (-4.083, -2.324, 3.466)
S (-1.364, -1.629, 2.491)
O (-0.630, 1.082, -0.266)
O (0.049, -2.922, -0.234)
O (0.249, 2.695, -1.551)
O (1.160, -4.222, -1.692)
N (0.751, -0.760, -1.423)
C (-0.610, 3.212, 2.274)
C (0.117, 1.539, -1.214)
C (-2.866, -1.253, 3.321)
C (0.793, -3.154, -1.265)
C (0.827, 0.434, -1.994)
C (1.405, 0.574, -3.240)
C (-1.263, 0.823, 3.524)
C (1.869, -0.568, -3.883)
C (1.729, -1.815, -3.281)
C (-0.552, -0.097, 2.824)
C (1.154, -1.870, -2.027)
H (-0.554, 2.455, 1.497)
H (2.034, -2.732, -3.763)
H (-1.489, 3.835, 2.131)
H (1.463, 1.558, -3.683)
H (2.311, -0.497, -4.868)
H (0.286, 3.827, 2.263)

Cartesian forces (eV/Å) of the 2 atoms listed first:
Rh 1.2 0.8 -3.5
S -0.5 -0.6 -1.5



Repeat the fifth record exactly.
This record from the OMol25 dataset describes 2 unconnected molecules or ions with the total composition C2H8OS. The level of theory is wB97M-V/def2-TZVPD.

Results
gap between HOMO and LUMO: 9.27 eV
HOMO energy: -8.67 eV
energy above the lowest of the compared OMol25 structures with the same formula, charge and spin: 14.43 kcal/mol
2S+1: 1
SMILES: CSC.O
lowest unoccupied orbital energy: 0.594 eV

Positions of all 12 atoms, in Å:
S (-1.710, 0.075, 1.194)
O (1.903, -1.218, -3.024)
C (-0.109, -0.774, 1.576)
C (-1.073, 1.444, 0.276)
H (0.130, -1.644, 0.905)
H (0.696, 0.074, 1.466)
H (2.028, -1.466, -2.105)
H (1.046, -0.786, -3.079)
H (-0.205, -1.053, 2.664)
H (-0.738, 2.325, 0.849)
H (-1.777, 1.886, -0.424)
H (-0.192, 1.137, -0.297)

Cartesian forces (eV/Å) of the 2 atoms listed first:
S 0.2 -0.8 0.2
O 0.1 0.0 -0.1



- Which of these has the highest 2S+1?
  C26H34CeClO2